<w>
An isolated molecule of C7H12S. Source: OMol25; level of theory: ωB97M-V/def2-TZVPD.

Atoms and positions in Å:
C 0.82464 -1.07411 -1.84754
C 2.25956 -1.68918 0.15701
C 0.71528 -0.34565 -2.92865
C -0.49488 0.90398 -0.71675
C 0.68417 0.37380 -1.55625
C -0.44358 0.37870 0.76930
C -1.65112 0.76799 1.57348
S 1.27137 -2.42869 -0.80226
H 3.11236 -1.30967 -0.40728
H 2.42900 -2.15846 1.07963
H 0.55433 -0.38656 -3.99673
H -0.51398 -0.74831 0.95282
H -0.13323 2.00446 -0.62049
H -1.39627 0.82281 -1.29513
H 1.69163 0.87957 -1.36512
H 0.53798 0.73613 1.27983
H -2.61966 0.25672 1.27328
H -1.81951 1.86842 1.40384
H -1.48220 0.32810 2.59426
H 1.95723 -2.99199 -1.95006

The value obtained for the LUMO energy is 0.0207 hartree. As for the charge: 0. Its multiplicity is 1. As for the orbital gap: 8.55 eV.

<x>
An isolated molecule of C7H12S. Source: OMol25; level of theory: ωB97M-V/def2-TZVPD.

Atoms and positions in Å:
C -0.84233 -2.06780 0.42163
C -1.19944 -0.99005 -0.16433
C -0.09478 0.00655 -0.69080
C 1.14468 0.11099 0.08138
C -2.52693 -0.54011 -0.51204
C 1.69050 1.33291 -0.62365
C 0.98506 0.32932 1.57031
S 2.31818 -1.23642 -0.25542
H -0.31594 -2.80798 1.04664
H 0.01480 -0.26058 -1.83912
H -0.64205 0.95317 -0.54532
H -2.81795 -0.63849 -1.54859
H -2.48900 0.59105 -0.34916
H -3.30137 -0.99151 -0.02365
H 1.82757 1.08464 -1.61785
H 2.63500 1.74952 -0.08903
H 1.00505 2.34507 -0.60471
H 0.96059 -0.62317 2.07508
H -0.11307 0.64194 1.83346
H 1.76143 1.01094 1.83518

The value obtained for the LUMO energy (spin up / spin down) is -0.0742 / -0.0738 hartree. As for the charge: 0. Its multiplicity is 1. As for the orbital gap (spin up / spin down): 5.43 / 5.45 eV.

<y>
An isolated molecule of C7H12S. Source: OMol25; level of theory: ωB97M-V/def2-TZVPD.

Atoms and positions in Å:
C -1.37358 0.75370 -0.94152
C -1.12704 -0.78746 -1.08042
C -0.70633 -1.23552 0.29723
C 0.89088 -1.34550 0.42512
S 1.65390 0.02343 -0.35473
C 0.80325 1.43162 0.26400
C -0.76396 1.19135 0.46062
C -1.08928 -0.05532 1.27471
H -0.82787 1.26362 -1.71218
H -2.47807 0.92707 -0.98297
H -0.49655 -1.21144 -1.74981
H -2.19770 -1.23344 -1.06294
H -1.05182 -2.24099 0.66902
H 1.22768 -2.09232 -0.48424
H 1.24427 -1.64465 1.50252
H 1.19645 2.07676 1.18053
H 0.98589 2.16561 -0.68431
H -1.09269 2.20119 0.90018
H -0.53712 -0.10748 2.25033
H -2.23849 -0.19608 1.65120

The value obtained for the LUMO energy is 0.0308 hartree. As for the charge: 0. Its multiplicity is 1. As for the orbital gap: 9.20 eV. The SMILES is C1C[C@H]2CSC[C@@H]1C2.

Most stable one: <y>, least stable one: <w>.

<w>
A cluster of 2 separate species, C5H8N2O2S in total. Source: OMol25; level of theory: ωB97M-V/def2-TZVPD.

Atoms and positions in Å:
C -0.11153 2.52452 1.75919
C 3.51499 -0.78301 -1.74378
C 0.06974 -1.58950 -0.14234
C -1.85784 0.76359 -0.37852
C -0.37501 0.64577 0.29695
N -0.25696 1.43215 1.31312
N 0.52558 -0.26159 -0.26800
O 3.67717 -0.37060 -2.77384
O 3.26620 -1.07014 -0.68011
S -3.14290 0.26932 0.68685
H -0.54432 2.83639 2.64909
H 0.86350 -2.25328 -0.70473
H 0.07273 -1.92525 0.88719
H -0.96207 -1.73909 -0.61003
H -1.88953 -0.01650 -1.26167
H -2.02640 1.74712 -0.69943
H 1.50150 -0.30297 -0.04328
H -2.32484 0.09308 1.71335

The value obtained for the LUMO energy is 0.0128 hartree. As for the charge: 0. Its multiplicity is 1. As for the orbital gap: 7.53 eV.

<x>
A cluster of 2 separate species, C5H8N2O2S in total. Source: OMol25; level of theory: ωB97M-V/def2-TZVPD.

Atoms and positions in Å:
O -1.74220 1.18534 0.82370
N -0.84733 0.37569 0.77308
C 0.50960 0.85165 0.63287
C 1.33441 -0.49697 0.27282
C 0.28950 -1.20164 -0.52118
C -0.96816 -0.88518 0.21597
S -0.84772 -1.09108 1.98842
H 0.91009 1.48121 1.45189
H 0.59290 1.60166 -0.20791
H 1.54525 -0.96155 1.22522
H 2.18615 -0.29397 -0.28216
H 0.05508 -1.09645 -1.64895
H 0.42926 -2.33399 -0.40970
H -1.87560 -1.23577 -0.25884
N -1.19649 4.41458 2.16553
C -0.66486 4.06074 1.19283
O 0.01637 3.77535 0.32265
H -2.01086 4.28001 2.76337

The value obtained for the LUMO energy is 0.0124 hartree. As for the charge: 0. Its multiplicity is 1. As for the orbital gap: 9.02 eV. The SMILES is [O-][N@+]12CCC[C@H]1S2.N=C=O.

Most stable one: <w>, least stable one: <x>.

<w>
A cluster of 2 separate species, CHF2IO in total. Source: OMol25; level of theory: ωB97M-V/def2-TZVPD.

Atoms and positions in Å:
C 1.18538 0.39170 0.03715
O 0.54811 1.23288 -2.63506
F 1.26451 -0.89698 0.25492
F 1.52101 1.00084 1.13937
I -0.61894 0.16128 -3.63540
H 1.04465 0.78009 -1.04524

The value obtained for the LUMO energy (spin up / spin down) is -0.0157 / -0.1093 hartree. As for the charge: 0. Its multiplicity is 1. As for the orbital gap (spin up / spin down): 9.32 / 4.47 eV.

<x>
A cluster of 2 separate species, CHF2IO in total. Source: OMol25; level of theory: ωB97M-V/def2-TZVPD.

Atoms and positions in Å:
O -2.63618 1.06985 -0.38392
C -2.01809 0.09858 -0.32942
F -0.73268 0.00815 -0.01946
F -2.50873 -1.15700 -0.32307
I 4.10977 -0.07392 -0.28669
H 3.78591 0.05434 1.34256

The value obtained for the LUMO energy is 0.0141 hartree. As for the charge: 0. Its multiplicity is 1. As for the orbital gap: 10.53 eV. The SMILES is O=C(F)F.I.

Most stable one: <x>, least stable one: <w>.

<w>
A structure of composition H13O7. Source: OMol25; level of theory: ωB97M-V/def2-TZVPD.

Atoms and positions in Å:
O 1.27219 -0.22847 -0.73252
H 2.06731 -0.83585 -0.67887
O 2.04182 0.52339 -3.14493
H 2.47137 1.37479 -2.90352
H 1.63092 0.16634 -2.35863
O 0.38969 1.89145 0.92256
H 1.10742 1.49755 0.33436
H -0.35314 1.40518 0.65643
O 0.25851 -2.22460 0.26360
H 0.64106 -1.15301 -0.17360
H 0.77976 -2.35450 1.06254
O 1.64137 0.26552 2.64082
H 1.27861 0.73727 1.84978
H 1.06424 0.57331 3.34068
O -1.78907 -1.03565 -0.39430
H -1.17511 -0.61674 -0.97996
H -1.04932 -1.60157 0.01433
O -3.97243 0.79041 0.28324
H -3.96925 0.68737 1.23578
H -3.23042 0.26340 -0.10706

The value obtained for the LUMO energy is 0.1344 hartree. As for the charge: -1. Its multiplicity is 1. As for the orbital gap: 9.68 eV.

<x>
A cluster of 7 separate species, H13O7 in total. Source: OMol25; level of theory: ωB97M-V/def2-TZVPD.

Atoms and positions in Å:
O 0.04970 0.09025 0.09735
H -0.09130 -0.61875 -0.57765
O -2.17430 -1.10275 1.06735
H -1.90030 -1.37375 1.88735
H -1.42130 -0.62275 0.73335
O 2.51970 0.77425 -1.02365
H 1.54170 0.59425 -0.90665
H 2.60670 0.81525 -1.89865
O -0.76130 -2.28775 -2.16065
H -0.97430 -1.99475 -1.33265
H -0.25730 -1.57675 -2.57565
O -0.84330 1.36725 -2.09965
H -0.56230 0.89125 -1.20265
H -1.80130 1.56525 -1.93465
O 0.90570 -1.34675 2.35835
H 1.51470 -0.76175 2.95035
H 0.82170 -0.75875 1.61235
O -0.03330 2.21725 1.88635
H 0.04670 1.48725 1.18035
H 0.81370 2.64225 1.93935

The value obtained for the LUMO energy is 0.1368 hartree. As for the charge: -1. Its multiplicity is 1. As for the orbital gap: 10.05 eV.

Most stable one: <w>, least stable one: <x>.

<w>
An isolated molecule of C5H6N6. Source: OMol25; level of theory: ωB97M-V/def2-TZVPD.

Atoms and positions in Å:
N -1.34073 -1.07083 -2.60266
N -0.06665 -0.87952 -2.09743
C 0.15248 -0.37599 -0.87457
C 1.53240 -0.36485 -0.38729
C 1.87256 0.21087 0.80253
C 0.76937 0.67537 1.60468
N 0.67485 1.18707 2.82192
N -0.64483 1.44323 3.07288
C -1.34331 1.04779 2.00740
N -0.50237 0.58520 1.04782
N -0.83817 0.05966 -0.16917
H -1.79737 -0.15428 -2.78812
H -1.91155 -1.52527 -1.89917
H 0.64766 -1.37445 -2.59951
H 2.31453 -0.82048 -1.02148
H 2.88419 0.20138 1.23888
H -2.40306 1.15510 1.84328

The value obtained for the LUMO energy is 0.0047 hartree. As for the charge: 0. Its multiplicity is 1. As for the orbital gap: 9.20 eV. The SMILES is NNc1ccc2nncn2n1.

<x>
An isolated molecule of C5H6N6. Source: OMol25; level of theory: ωB97M-V/def2-TZVPD.

Atoms and positions in Å:
N 2.89539 -1.22586 -0.20802
C 1.61342 -0.64735 -0.15879
N 1.65201 0.72602 -0.17523
C 0.39425 1.28324 -0.06573
N 0.31301 2.57780 0.28619
C -0.80597 0.47972 -0.35806
N -2.21000 0.80036 -0.26277
C -2.79819 -0.33978 -0.12061
N -1.97175 -1.53945 0.07569
C -0.77485 -0.90876 -0.07280
N 0.48671 -1.54004 0.07452
H 3.17055 -2.06422 0.29476
H 3.47886 -0.50830 0.30541
H 1.19772 3.05817 0.26628
H -0.32734 3.00215 -0.55931
H -3.88013 -0.60709 0.40686
H -2.43368 -2.54660 0.27158

The value obtained for the LUMO energy is 0.0263 hartree. As for the charge: 0. Its multiplicity is 1. As for the orbital gap: 8.83 eV. The SMILES is Nc1nc(N)c2nc[nH]c2n1.

Most stable one: <x>, least stable one: <w>.

<w>
A cluster of 2 separate species, C7H17NO2 in total. Source: OMol25; level of theory: ωB97M-V/def2-TZVPD.

Atoms and positions in Å:
C -0.40877 0.70765 1.45061
C -1.51939 0.25556 0.52918
C -2.70072 1.15106 0.47555
C -1.82048 -1.21966 0.64389
O -1.13494 0.65991 -1.10543
N -0.26495 0.03159 -2.03373
H -0.76440 0.65187 2.48169
H -0.13166 1.74058 1.24980
H 0.46412 0.06557 1.36099
H -2.61060 2.03744 1.09647
H -3.64957 0.63001 0.56549
H -2.56399 1.45903 -0.64193
H -0.93634 -1.80996 0.41087
H -2.12027 -1.44000 1.66984
H -2.63445 -1.51063 -0.01768
H 0.16356 0.77941 -2.57621
H -0.83679 -0.53020 -2.66454
C 2.54814 0.85521 -0.47033
C 2.92333 -0.48130 0.10112
C 2.27110 -1.63543 -0.02735
O 1.10012 -1.88802 -0.65318
H 2.85070 1.65055 0.21182
H 3.06107 1.03124 -1.42040
H 1.48055 0.94603 -0.64771
H 3.83666 -0.51199 0.68018
H 2.64268 -2.52791 0.46278
H 0.75529 -1.09763 -1.13182

The value obtained for the LUMO energy is 0.0318 hartree. As for the charge: 0. Its multiplicity is 1. As for the orbital gap: 9.08 eV. The SMILES is CC(C)(C)ON.C/C=C\O.

<x>
A cluster of 2 separate species, C7H17NO2 in total. Source: OMol25; level of theory: ωB97M-V/def2-TZVPD.

Atoms and positions in Å:
C -2.43491 -1.21071 -0.59674
N -0.99071 -1.14625 -0.70773
C -0.35280 -1.61264 -1.81703
C 1.15536 -1.48113 -1.79540
O -0.97300 -2.10123 -2.75689
H -2.74058 -0.78277 0.37282
H -2.78864 -2.25419 -0.64793
H -2.91898 -0.63515 -1.40360
H -0.43840 -0.74596 0.05466
H 1.58928 -2.04344 -0.95151
H 1.56402 -1.88725 -2.73597
H 1.45894 -0.42441 -1.70721
C -1.10368 2.29662 0.75853
C 0.18601 2.01995 -0.01053
C 1.20488 1.26069 0.81701
O 0.67039 -0.01311 1.14362
C 1.57175 -0.75960 1.93238
H -1.56828 1.34715 1.07355
H -1.82199 2.84783 0.12860
H -0.88968 2.89886 1.65748
H -0.03225 1.42930 -0.92098
H 0.65074 2.97234 -0.33057
H 2.15091 1.13428 0.25622
H 1.43623 1.81552 1.74658
H 2.52335 -0.93687 1.40358
H 1.78928 -0.25370 2.88808
H 1.10277 -1.73415 2.14898

The value obtained for the LUMO energy is 0.0277 hartree. As for the charge: 0. Its multiplicity is 1. As for the orbital gap: 9.88 eV. The SMILES is CNC(C)=O.CCCOC.

Most stable one: <x>, least stable one: <w>.